Entry 1:
This record from OMol25 describes 2 unconnected molecules or ions with the total composition C3H11N3O2 at a distorted geometry. The level of theory is the ωB97M-V functional and the def2-TZVPD basis.

Output
SMILES: NCCNC(N)=O.O
Total charge: 0
Energy relative to the best compared isomer or geometry (same formula, charge and spin) (kcal per mole): 28.0

Each line ends with the Mulliken charge.
Atoms and positions in Å:
C -0.60691 0.02297 -0.94986  -0.77
N -0.14651 0.66052 0.29202  -0.01
C -0.74218 0.43379 1.51437  0.48
N -2.10917 0.20744 1.45285  -0.35
O -0.20246 0.64319 2.57819  -0.61
C -0.19399 -1.45250 -1.16700  -0.31
N 1.09022 -1.74699 -1.80964  -0.43
H -0.36545 0.65611 -1.78638  0.43
H -1.68914 0.03362 -0.91269  0.24
H 0.82672 0.92590 0.26424  0.13
H -2.51538 -0.01799 2.34429  0.22
H -2.73610 0.40154 0.70757  0.18
H -0.19736 -2.05983 -0.25158  0.22
H -1.07266 -1.90463 -1.64664  0.34
H 0.99565 -2.41181 -2.55529  0.21
H 1.63863 -0.94493 -2.03343  0.10
H 2.01744 0.50721 -0.94415  0.21
H 2.76017 1.10956 -1.94092  0.38
O 2.45778 1.37230 -1.06363  -0.65


Entry 2:
This record from OMol25 describes 2 unconnected molecules or ions with the total composition C3H11N3O2 at a distorted geometry. The level of theory is the ωB97M-V functional and the def2-TZVPD basis.

Output
SMILES: NCNC(=O)CN.O
Total charge: 0
Energy relative to the best compared isomer or geometry (same formula, charge and spin) (kcal per mole): 54.0

Each line ends with the Mulliken charge.
Atoms and positions in Å:
O 0.00367 -1.32275 -1.16191  -0.61
C -0.43876 -0.47513 -0.41545  0.56
N -0.93583 -0.93092 0.80896  -0.20
C -0.85405 -2.38928 0.93315  -0.45
N 0.60643 -3.00585 1.03081  -0.60
C -0.59786 0.91260 -0.78973  -0.52
N 0.00634 1.17425 -2.10618  -0.57
H -1.07656 -0.39473 1.65830  0.26
H -1.47226 -2.85195 1.76769  0.36
H -1.29850 -2.96817 0.13955  0.25
H 0.91315 -2.85073 1.99236  0.22
H 1.23858 -2.58504 0.31646  0.26
H 0.11147 1.65511 -0.09604  0.17
H -1.60649 1.16769 -0.77454  0.38
H -0.57711 1.01328 -2.88515  0.23
H 0.97733 0.66944 -2.21385  0.26
H 1.70159 4.28124 -0.22831  0.33
H 1.62721 4.90633 1.28309  0.33
O 1.67165 3.99461 0.74079  -0.67


Entry 3:
This record from OMol25 describes 2 unconnected molecules or ions with the total composition C3H11N4 at a distorted geometry. The level of theory is the ωB97M-V functional and the def2-TZVPD basis.

Output
Total charge: +1
Energy relative to the best compared isomer or geometry (same formula, charge and spin) (kcal per mole): 52.1

Each line ends with the Mulliken charge.
Atoms and positions in Å:
C 1.50885 2.01289 -0.45124  0.14
C 0.28088 1.92260 0.02522  -0.93
N 2.60278 1.91905 0.55003  -0.35
H 1.87290 2.00957 -1.46528  0.40
H -0.62274 1.76627 -0.54177  0.36
H 0.07405 1.94229 1.09404  0.23
H 2.35687 2.21027 1.50073  0.37
H 2.92894 0.95051 0.62782  0.36
H 3.39865 2.51380 0.29785  0.37
N -1.34932 -2.99102 0.32103  -0.44
C -1.83054 -1.83754 -0.25689  0.49
N -1.32043 -0.64000 0.30594  -0.59
N -2.64732 -1.78921 -1.23493  -0.65
H -1.42875 -3.84126 -0.20944  0.21
H -0.58222 -2.95503 0.96248  0.21
H -0.34902 -0.57892 0.01033  0.24
H -1.82191 0.09433 -0.18099  0.34
H -3.07168 -2.70861 -1.35494  0.22


Entry 4:
This record from OMol25 describes a gas-phase ion, C3H11N4 (charge +1) at a distorted geometry. The level of theory is the ωB97M-V functional and the def2-TZVPD basis.

Output
SMILES: CN(C)N/[NH+]=C\N
Total charge: +1
Energy relative to the best compared isomer or geometry (same formula, charge and spin) (kcal per mole): 83.8

Each line ends with the Mulliken charge.
Atoms and positions in Å:
C -2.32668 0.31036 -0.50384  0.09
C 1.64175 -1.30822 -0.09442  -0.84
C 1.78851 1.12316 -0.02323  -0.93
N -2.76236 -0.61439 0.35380  -0.29
N -1.10717 0.72124 -0.43207  -0.03
N 0.98544 -0.02338 -0.19756  -0.11
N -0.16411 0.01325 0.51591  -0.33
H -2.99256 0.62561 -1.30160  0.37
H 0.92358 -2.09376 -0.19051  0.34
H 2.60498 -1.34415 -0.66322  0.27
H 2.06474 -1.41717 0.97074  0.33
H 1.33680 1.97470 -0.67998  0.27
H 1.82177 1.58930 0.94070  0.34
H 2.64755 0.83423 -0.39244  0.40
H -3.69913 -1.05000 0.47212  0.25
H -0.51831 1.11021 -1.21089  0.32
H -2.11586 -1.01095 1.01222  0.25
H -0.12893 0.55998 1.42427  0.29


Entry 5:
This record from OMol25 describes 2 unconnected molecules or ions with the total composition C3H11N5 at a distorted geometry. The level of theory is the ωB97M-V functional and the def2-TZVPD basis.

Output
SMILES: N/C=C/N.N=C(N)N
Total charge: 0
Energy relative to the best compared isomer or geometry (same formula, charge and spin) (kcal per mole): 17.9

Each line ends with the Mulliken charge.
Atoms and positions in Å:
N -0.17586 3.50016 -0.23881  -0.47
C -0.48232 2.34013 0.46533  0.54
N 0.51993 1.34959 0.38944  -0.54
N -1.57366 2.07909 1.12458  -0.69
H -0.62494 4.33667 0.08923  0.23
H 0.80326 3.66451 -0.47812  0.23
H 1.49507 1.71392 0.45496  0.21
H 0.34558 0.64136 1.10209  0.30
H -2.23566 2.84625 0.96988  0.20
C 0.69570 -2.66519 -0.21390  -0.05
C -0.29751 -1.79342 -0.54731  -0.32
N -1.66398 -2.15758 -0.74270  -0.62
N 2.06377 -2.35296 0.00762  -0.57
H 0.45581 -3.74641 -0.14925  0.28
H -0.11810 -0.70005 -0.59418  0.27
H -2.08504 -1.68195 -1.51082  0.26
H -2.22041 -1.93461 0.08851  0.25
H 2.61834 -2.40231 -0.86473  0.23
H 2.48003 -3.03721 0.64819  0.27


Entry 6:
This record from OMol25 describes 2 unconnected molecules or ions with the total composition C3H11N5 at a distorted geometry. The level of theory is the ωB97M-V functional and the def2-TZVPD basis.

Output
SMILES: [H]/N=C(/C)N.N/C=N\N
Total charge: 0
Energy relative to the best compared isomer or geometry (same formula, charge and spin) (kcal per mole): 75.3

Each line ends with the Mulliken charge.
Atoms and positions in Å:
C 1.93016 -0.62741 -0.82074  -1.21
C 0.97664 0.44896 -0.32152  0.83
N 1.56247 1.25128 0.68485  -0.62
N 0.25213 1.06551 -1.27053  -0.77
H 2.00039 0.71965 1.43047  0.25
H 0.89907 1.92298 1.05582  0.30
H 0.50609 2.05477 -1.33564  0.22
H 2.78652 -0.16386 -1.31445  0.34
H 2.29524 -1.23758 0.01044  0.33
H 1.42753 -1.27087 -1.54529  0.31
N -2.50033 0.65861 0.07340  -0.28
N -0.95684 -1.59789 0.08882  -0.53
C -0.72119 -0.48381 0.88789  -0.12
N -1.59507 0.55312 1.02202  -0.29
H -3.13246 1.44440 0.19963  0.22
H -2.85522 -0.18996 -0.36622  0.17
H -1.35321 -2.41771 0.52616  0.17
H -1.26077 -1.36139 -0.84826  0.26
H -0.26115 -0.76880 1.84313  0.42


Entry 7:
This record from OMol25 describes a gas-phase ion, C3H11N5 (charge +2) at a distorted geometry. The level of theory is the ωB97M-V functional and the def2-TZVPD basis.

Output
SMILES: N/C(=N\[NH3+])N1C[C@H]1[NH3+]
Total charge: +2
Energy relative to the best compared isomer or geometry (same formula, charge and spin) (kcal per mole): 18.1

Each line ends with the Mulliken charge.
Atoms and positions in Å:
C 0.84246 -0.45248 0.11623  0.65
C -1.56454 -1.21398 -0.49841  -0.57
C -1.46189 0.27551 -0.43552  -0.19
N -0.52081 -0.48656 0.22134  -0.18
N 1.33699 0.73352 0.12680  -0.54
N 1.48271 -1.57625 0.08637  -0.32
N -2.31344 1.08286 0.50389  -0.31
N 2.66540 1.04187 0.00732  -0.12
H -2.30506 -1.68084 0.12512  0.24
H -1.28435 -1.72637 -1.40318  0.36
H -1.14983 0.64289 -1.37368  0.41
H 2.43506 -1.89424 0.04310  0.18
H 0.92314 -2.30874 0.04721  0.16
H -2.80553 0.45653 1.21120  0.44
H -3.27528 1.50535 0.15854  0.42
H -1.65001 1.65340 1.03719  0.38
H 3.18115 1.40520 0.82378  0.37
H 2.79823 1.63791 -0.72203  0.33
H 3.26027 0.23834 -0.16914  0.30


Entry 8:
This record from OMol25 describes 2 unconnected molecules or ions with the total composition C3H11NO at a distorted geometry. The level of theory is the ωB97M-V functional and the def2-TZVPD basis.

Output
Total charge: -1
Spin multiplicity: 2
Energy relative to the best compared isomer or geometry (same formula, charge and spin) (kcal per mole): 17.7

Each line ends with the Mulliken charge.
Atoms and positions in Å:
C -0.88457 -0.04815 2.83685  -1.17
O -1.75054 -0.36957 1.77654  -0.17
H -0.72845 -0.89242 3.53286  0.37
H -1.16898 0.88594 3.31448  0.25
H 0.18064 -0.07674 2.51163  0.25
C 1.33467 0.44594 -2.18390  -2.83
C 0.70121 -0.15623 -0.93380  -1.74
N -0.76347 -0.35212 -0.86207  -0.55
H 2.24194 0.95869 -1.83033  0.91
H 0.70807 1.22611 -2.64217  0.58
H 1.45160 -0.28051 -2.99296  0.79
H 0.92062 0.49614 -0.07526  0.47
H 1.22976 -1.07456 -0.67645  0.62
H -1.28335 -0.13647 0.94604  0.39
H -1.18845 0.49353 -1.23299  0.37
H -1.00072 -1.11958 -1.48846  0.46


Entry 9:
This record from OMol25 describes 2 unconnected molecules or ions with the total composition C3H11NO at a distorted geometry. The level of theory is the ωB97M-V functional and the def2-TZVPD basis.

Output
SMILES: CCOC.N
Total charge: 0
Energy relative to the best compared isomer or geometry (same formula, charge and spin) (kcal per mole): 55.4

Each line ends with the Mulliken charge.
Atoms and positions in Å:
C 0.05790 -0.21982 1.04520  -0.68
N 2.29985 4.87660 -1.03396  -0.66
H 0.28934 0.72778 1.47004  0.34
H 0.79959 -0.43786 0.22950  0.25
H 0.60259 -0.86337 1.90553  0.21
H 2.69652 3.99837 -1.35645  0.22
H 2.04102 5.32913 -1.91055  0.22
H 1.51650 4.61256 -0.37315  0.23
C -1.67436 -2.12232 0.61179  -0.20
O -1.22129 -0.68652 0.85864  -0.38
C -0.90837 -2.58722 -0.62883  -0.99
H -1.40589 -2.56457 1.58880  0.30
H -2.81690 -1.98999 0.41748  0.18
H -1.25089 -3.55817 -0.82689  0.40
H -1.17857 -1.82921 -1.52138  0.23
H 0.15297 -2.68538 -0.47578  0.32


Entry 10:
This record from OMol25 describes 2 unconnected molecules or ions with the total composition C3H11NO at a distorted geometry. The level of theory is the ωB97M-V functional and the def2-TZVPD basis.

Output
SMILES: CCOC.N
Total charge: 0
Energy relative to the best compared isomer or geometry (same formula, charge and spin) (kcal per mole): 56.5

Each line ends with the Mulliken charge.
Atoms and positions in Å:
C -1.27092 -1.12394 -0.86025  -0.83
N 2.90921 0.39942 -1.66615  -0.67
H -0.58359 -1.82706 -1.27279  0.27
H -1.99494 -0.64141 -1.43248  0.30
H -1.87546 -1.64691 -0.15669  0.39
H 3.11021 -0.43907 -1.15146  0.22
H 2.11524 0.28053 -2.28504  0.24
H 2.86189 1.29064 -1.08819  0.22
C -0.02187 0.26900 1.02424  -0.26
O -0.26273 -0.20413 -0.30172  -0.35
C -1.29803 0.80803 1.65546  -0.94
H 0.41309 -0.65887 1.47748  0.31
H 0.67756 1.03889 1.09953  0.27
H -1.27770 1.07411 2.65200  0.41
H -1.63990 1.50785 0.87047  0.25
H -1.86207 -0.12708 1.43559  0.17


Entry 11:
This record from OMol25 describes 3 unconnected molecules or ions with the total composition C3H11NO2 at a distorted geometry. The level of theory is the ωB97M-V functional and the def2-TZVPD basis.

Output
Total charge: 0
Energy relative to the best compared isomer or geometry (same formula, charge and spin) (kcal per mole): 162.0

Each line ends with the Mulliken charge.
Atoms and positions in Å:
C -1.20373 -0.16743 0.33341  -1.19
C 0.05218 -0.95204 0.82755  0.59
C 1.39817 -0.22885 0.40282  -1.22
N -0.19560 -1.12835 2.19214  -0.43
H -1.15517 0.81549 0.77721  0.39
H -2.10769 -0.63998 0.71633  0.42
H -1.12684 -0.26371 -0.79719  0.36
H 1.41111 0.00362 -0.63797  0.31
H 2.21178 -0.93198 0.58415  0.38
H 0.38228 -1.89054 2.57808  0.31
H 1.51500 0.61655 1.08597  0.34
H -1.00200 0.34581 -3.03234  0.21
H -0.35302 1.51203 -1.52055  0.41
O -0.41052 0.21783 -2.27284  -0.80
H 0.66925 2.19648 -0.54134  0.27
H 0.06661 -1.90261 0.29748  0.37
O -0.15180 2.39766 -0.99289  -0.74


Entry 12:
This record from OMol25 describes 3 unconnected molecules or ions with the total composition C3H11NO2 at a distorted geometry. The level of theory is the ωB97M-V functional and the def2-TZVPD basis.

Output
SMILES: C=CCN.O.O
Total charge: 0
Energy relative to the best compared isomer or geometry (same formula, charge and spin) (kcal per mole): 63.2

Each line ends with the Mulliken charge.
Atoms and positions in Å:
N 1.41427 2.20047 0.01047  -0.59
C 1.08852 1.62961 -1.34807  -0.13
C 0.74067 -0.93477 -1.74595  -0.86
C 0.41868 0.24472 -0.95107  -0.30
H 1.33644 1.38841 0.66653  0.22
H 2.31919 2.66591 -0.05939  0.24
H 0.40412 2.17410 -2.04410  0.23
H 2.02820 1.30497 -1.97634  0.23
H 0.56262 -1.97568 -1.47766  0.28
H 0.98452 -0.85225 -2.83486  0.23
H -0.03951 0.36125 0.05570  0.44
H 1.67647 -3.75282 6.14274  0.33
H 1.62536 -2.44331 5.17163  0.33
O 1.40686 -2.80269 6.08049  -0.66
H -4.82238 -0.57295 -2.92623  0.32
H -3.72539 0.24314 -2.70900  0.29
O -4.62396 0.35501 -2.80696  -0.61